1.
Here is a structure of composition C23H20BCl2N9O2Re at a distorted geometry from the Open Molecules 2025 dataset. Energies are from ωB97M-V/def2-TZVPD.

XYZ file:
```
58
C23H20BCl2N9O2Re ωB97M-V/def2-TZVPD
Re 0.19 -0.33 0.83
C 0.52 3.15 3.05
C 1.10 2.15 2.34
N 0.12 1.41 1.72
N -1.09 1.97 2.05
C -0.87 3.00 2.84
B -2.45 1.43 1.43
N -2.17 1.34 -0.10
C -2.91 1.76 -1.12
C -2.25 1.48 -2.31
C -1.09 0.86 -1.93
N -1.03 0.76 -0.57
N -2.60 -0.02 1.93
C -3.53 -0.66 2.64
C -3.10 -1.98 2.88
C -1.88 -2.07 2.28
N -1.57 -0.89 1.67
N -3.55 2.35 1.76
C -3.74 3.65 1.35
C -4.70 4.20 2.13
C -5.07 3.17 3.03
N -4.37 2.08 2.83
H 1.01 3.90 3.65
H 2.14 1.90 2.21
H -1.70 3.58 3.22
H -3.87 2.24 -0.95
H -2.58 1.70 -3.31
H -0.29 0.49 -2.55
H -4.41 -0.13 2.96
H -3.63 -2.74 3.42
H -1.20 -2.90 2.24
H -3.17 4.08 0.54
H -5.11 5.20 2.07
H -5.80 3.20 3.82
O 2.88 -1.89 3.30
C 2.40 -1.32 2.39
O 1.02 -1.07 2.33
C 3.08 -0.76 1.19
C 4.42 -0.98 0.99
C 4.99 -0.47 -0.17
C 4.23 0.32 -1.03
C 4.80 0.94 -2.17
C 4.07 1.80 -2.93
C 2.75 2.11 -2.56
C 2.15 1.51 -1.48
C 2.86 0.57 -0.72
N 2.27 -0.06 0.36
H 4.98 -1.55 1.72
H 6.03 -0.65 -0.39
H 5.83 0.73 -2.41
H 4.51 2.28 -3.80
H 2.20 2.86 -3.12
H 1.16 1.82 -1.16
Cl -0.15 -1.81 -1.37
C 0.63 -3.44 -1.18
Cl 1.09 -3.67 0.50
H 1.50 -3.46 -1.82
H -0.12 -4.17 -1.46
```

Output
2S+1: 3
energy relative to the best compared isomer or geometry (same formula, charge and spin): 0.0 kcal/mol
net charge: +3
E_LUMO (spin up / spin down): -12.78 / -12.58 eV

These are the Löwdin partial charges, in e, on atoms 1 to 5: 1.755, 0.055, -0.031, -0.142, 0.072


2.
Here is a structure of composition C4H6O2 at a distorted geometry from the Open Molecules 2025 dataset. Energies are from ωB97M-V/def2-TZVPD.

XYZ file:
```
12
C4H6O2 ωB97M-V/def2-TZVPD
C -0.58 0.18 0.23
C 0.76 0.77 -1.59
C -0.72 -0.92 1.27
C 0.97 0.39 -0.21
O -0.79 -0.19 -1.07
O 1.94 -0.02 0.38
H -1.06 1.12 0.51
H 1.55 0.54 -2.30
H 0.19 1.67 -1.80
H -0.29 -1.85 0.90
H -0.20 -0.63 2.19
H -1.78 -1.06 1.50
```

Output
2S+1: 1
energy relative to the best compared isomer or geometry (same formula, charge and spin): 80.9 kcal/mol
E_LUMO: -0.62 eV

These are the Löwdin partial charges, in e, on atoms 1 to 5: -0.404, 0.184, -0.038, -0.400, -0.057


3.
Here is a cluster of 8 separate species, C15H24F7N9O18S in total at a distorted geometry from the Open Molecules 2025 dataset. Energies are from ωB97M-V/def2-TZVPD.

XYZ file:
```
74
C15H24F7N9O18S ωB97M-V/def2-TZVPD
O 3.50 -0.83 1.17
C 2.44 -0.78 1.87
O 2.27 -1.69 2.92
C 1.25 0.30 1.58
C 1.47 1.71 2.17
C 0.26 2.68 1.81
C -0.81 1.91 0.97
S -2.28 2.98 0.45
O -2.17 3.20 -1.04
O -2.17 4.36 1.08
C -3.91 2.28 1.00
F -4.08 2.37 2.43
F -4.91 3.17 0.46
C -4.27 0.82 0.42
F -3.57 0.57 -0.81
F -5.66 0.87 0.03
C -4.16 -0.38 1.47
F -5.40 -0.48 2.17
F -3.96 -1.59 0.72
F -3.06 -0.30 2.36
N -0.88 0.59 0.53
N 0.14 -0.20 0.84
H 2.38 2.07 2.76
H 0.22 3.77 2.14
H 0.11 -1.20 0.52
C -6.96 3.95 2.13
N -7.88 4.69 3.04
O -8.12 5.86 2.78
O -8.33 4.06 3.99
H -6.64 4.63 1.34
H -6.11 3.62 2.73
H -7.51 3.11 1.72
C 5.02 -2.83 -1.01
N 4.41 -2.85 -2.36
O 3.23 -3.17 -2.45
O 5.13 -2.54 -3.30
H 4.27 -3.13 -0.28
H 5.85 -3.54 -1.02
H 5.36 -1.82 -0.82
C -0.06 3.23 -3.76
N 0.76 2.07 -3.34
O 1.07 1.99 -2.16
O 1.08 1.27 -4.21
H -0.25 3.84 -2.88
H 0.51 3.79 -4.50
H -0.98 2.84 -4.18
C 3.24 -5.39 3.60
N 3.81 -5.10 2.26
O 4.82 -4.41 2.22
O 3.22 -5.56 1.29
H 3.87 -4.92 4.36
H 2.23 -4.99 3.62
H 3.25 -6.48 3.72
C -0.75 -1.83 4.77
N -0.48 -0.44 5.20
O -0.98 -0.07 6.25
O 0.24 0.23 4.48
H -1.40 -2.31 5.50
H -1.24 -1.78 3.80
H 0.21 -2.35 4.70
C 4.36 0.13 -4.16
N 4.66 1.52 -3.73
O 4.16 1.90 -2.68
O 5.38 2.18 -4.46
H 3.71 -0.34 -3.42
H 3.86 0.18 -5.13
H 5.30 -0.41 -4.23
C 0.57 -2.13 -5.03
N -0.07 -2.14 -6.38
O -1.24 -2.46 -6.44
O 0.64 -1.82 -7.32
H -0.18 -2.44 -4.29
H 1.40 -2.83 -5.05
H 0.91 -1.12 -4.83
```

Output
2S+1: 1
E_LUMO: -3.19 eV

These are the Löwdin partial charges, in e, on atoms 1 to 5: -0.018, -0.523, -0.146, 0.017, 0.128


4.
Here is the ion C8H18N3S with charge +1 at a distorted geometry from the Open Molecules 2025 dataset. Energies are from ωB97M-V/def2-TZVPD.

XYZ file:
```
30
C8H18N3S ωB97M-V/def2-TZVPD
C -0.41 0.39 -1.33
C 0.56 -2.12 -0.42
C -0.53 1.10 0.02
C 1.71 0.67 0.32
C 2.59 1.73 -0.31
C 2.46 -0.19 1.30
C -2.88 1.74 -0.40
C -1.78 -2.37 0.32
N 0.50 1.12 0.77
N -1.70 1.61 0.41
N -0.43 -1.85 0.49
S 1.16 -0.48 -1.31
H -1.22 -0.32 -1.49
H -0.40 1.11 -2.14
H 1.50 -2.49 -0.01
H 0.24 -2.72 -1.26
H 2.89 2.44 0.46
H 2.06 2.28 -1.08
H 3.48 1.29 -0.73
H 2.90 0.46 2.06
H 3.27 -0.73 0.81
H 1.81 -0.89 1.81
H -3.01 0.88 -1.05
H -3.75 1.82 0.25
H -2.84 2.65 -1.02
H -1.87 -3.40 0.68
H -2.48 -1.74 0.86
H -2.04 -2.36 -0.74
H -1.67 2.14 1.27
H -0.16 -1.77 1.46
```

Output
2S+1: 1
energy relative to the best compared isomer or geometry (same formula, charge and spin): 0.0 kcal/mol
net charge: +1
E_LUMO: -2.75 eV

These are the Löwdin partial charges, in e, on atoms 1 to 5: -0.288, -0.324, -0.402, -0.626, -0.056


Number 1: E_tot -69507.60373 eV. Number 2: E_tot -8336.95341 eV. Number 3: E_tot -96038.72175 eV. Number 4: E_tot -23887.03350 eV.